An isolated molecule of C4H4O2 in a non-equilibrium geometry, computed with wB97M-V/def2-TZVPD.

Properties
Energy relative to the best compared isomer or geometry (same formula, charge and spin) in kJ/mol: 269.8
Gap between HOMO and LUMO in eV: 10.0
E_HOMO in eV: -9.999

The geometry in XYZ format:
```
10
Properties=species:S:1:pos:R:3:forces:R:3
O 2.9876 -1.1383 -1.1659 0.658 -0.483 -0.092
C 1.9282 -1.5458 -0.7950 -1.443 1.086 0.147
C 0.9726 -0.6047 -0.1177 -2.857 1.467 0.746
C 0.0503 0.1517 0.2549 2.478 -4.022 -1.571
C -1.0134 1.0306 0.7031 1.381 0.438 3.392
O -2.3142 1.0615 0.2929 -1.500 -0.390 -0.137
H 1.5163 -2.5653 -1.0410 0.390 0.631 0.378
H -1.0381 1.0285 1.8814 0.109 -0.393 -2.064
H -0.5457 1.9500 0.5122 0.334 2.002 -0.333
H -2.5437 0.6319 -0.5250 0.450 -0.337 -0.464
```
Forces are in eV/Å.

natural (NBO) analysis output, partial charges in e: -0.47, 0.37, -0.12, 0.02, -0.14, -0.70, 0.14, 0.21, 0.20, 0.49


A structure of composition C30H34BrN3PSV in a non-equilibrium geometry, computed with wB97M-V/def2-TZVPD.

Properties
Net charge: +1
Gap between HOMO and LUMO (spin up / spin down) in eV: 7.6 / 7.0
2S+1: 2
E_HOMO (spin up / spin down) in eV: -9.682 / -9.138

The geometry in XYZ format:
```
71
Properties=species:S:1:pos:R:3:forces:R:3
V 0.0420 0.6306 0.0595 1.502 -0.704 0.282
C 2.9314 -0.0410 1.7628 0.047 -0.036 0.038
C 3.3451 -0.1114 0.3026 -0.065 0.102 0.076
N 2.1611 -0.0394 -0.5676 -0.376 -0.038 -0.322
C 2.2948 0.8680 -1.7226 0.020 0.089 0.016
C 2.3750 2.3396 -1.3159 -0.055 -0.044 0.038
S 0.9529 2.8182 -0.2665 0.114 0.555 -0.229
C 1.7676 3.4362 1.2262 -0.029 -0.097 0.010
C 2.6601 2.4076 1.9120 0.025 0.074 0.040
N 2.0359 1.0901 1.9669 -0.146 -0.066 -0.124
H 2.3780 -0.9465 2.0248 0.005 0.006 0.011
H 3.8303 -0.0110 2.3917 -0.015 0.014 0.018
H 4.0087 0.7196 0.0617 0.031 -0.019 -0.005
H 3.9134 -1.0241 0.1130 -0.008 -0.008 0.009
H 1.9521 -0.9658 -0.9285 0.205 0.158 0.025
H 3.1636 0.6226 -2.3430 0.019 -0.013 0.008
H 1.4119 0.7172 -2.3569 0.037 0.004 0.001
H 3.2949 2.5632 -0.7778 0.002 0.000 -0.016
H 2.3617 2.9607 -2.2097 0.024 0.000 -0.009
H 2.3213 4.3396 0.9701 0.004 0.011 0.043
H 0.9350 3.7209 1.8703 -0.009 -0.005 0.008
H 3.6126 2.3369 1.3852 -0.014 -0.016 -0.012
H 2.8963 2.7851 2.9124 0.034 -0.025 -0.005
H 1.5350 0.9858 2.8395 -0.010 0.012 0.009
C -0.2107 2.5808 6.0217 -0.004 0.013 -0.008
C -0.7038 3.2273 4.8945 0.010 -0.007 0.009
C -0.9822 2.5051 3.7445 -0.014 0.005 0.014
C -0.7795 1.1242 3.7134 0.072 0.049 -0.063
C -0.2836 0.4827 4.8464 0.053 0.000 -0.008
C -0.0007 1.2105 5.9959 -0.001 -0.015 -0.019
P -1.0329 0.2380 2.1437 -0.712 -0.210 0.276
C -1.5542 -1.4307 2.6457 -0.034 0.004 0.063
C -0.9368 -2.5224 2.0415 0.003 0.001 -0.007
C -1.3298 -3.8183 2.3512 -0.012 0.012 0.010
C -2.3467 -4.0276 3.2691 -0.001 -0.008 -0.006
C -2.9703 -2.9448 3.8794 0.000 -0.005 -0.002
C -2.5748 -1.6542 3.5720 0.011 0.029 -0.006
C -2.3994 1.0598 1.2927 0.027 0.086 -0.009
C -3.7101 1.3279 1.6693 -0.004 -0.042 0.002
C -4.5279 1.9942 0.7668 0.003 0.000 -0.007
C -4.0182 2.3995 -0.4653 -0.005 -0.013 0.020
C -2.6981 2.1354 -0.8150 -0.013 -0.046 0.042
C -1.8526 1.4353 0.0531 -0.758 0.398 -0.077
H 0.0001 3.1445 6.9207 0.004 0.002 0.000
H -0.8812 4.2947 4.9159 -0.002 0.002 0.002
H -1.3825 3.0082 2.8709 0.001 -0.006 0.001
H -0.1258 -0.5893 4.8378 -0.016 -0.015 0.002
H 0.3769 0.7017 6.8730 -0.001 0.001 0.006
H -0.1536 -2.3564 1.3094 -0.003 -0.010 0.014
H -0.8445 -4.6609 1.8764 0.008 0.001 -0.002
H -2.6550 -5.0356 3.5134 -0.004 -0.001 0.002
H -3.7638 -3.1111 4.5959 -0.001 0.005 0.005
H -3.0554 -0.8133 4.0584 -0.001 -0.003 0.012
H -4.0938 1.0278 2.6379 0.006 0.013 0.010
H -5.5560 2.2127 1.0248 -0.002 0.005 0.001
H -4.6628 2.9368 -1.1512 0.002 -0.007 -0.009
H -2.3370 2.4771 -1.7809 -0.004 0.006 -0.001
C -5.0642 -1.2439 -1.8003 0.010 0.023 -0.014
C -3.5988 -1.4720 -2.0294 -0.016 -0.014 0.033
C -3.0950 -1.8986 -3.2518 0.016 -0.004 -0.040
C -1.7363 -2.1120 -3.4012 -0.007 -0.059 0.031
C -0.9301 -1.8544 -2.3073 -0.075 0.019 -0.002
Br 0.9168 -2.3043 -2.4637 -0.152 -0.249 -0.260
N -1.3531 -1.3760 -1.1513 0.250 0.139 -0.027
C -2.6803 -1.2256 -1.0219 0.031 -0.099 0.082
H -5.6639 -2.0092 -2.2920 0.000 -0.001 0.009
H -5.3629 -0.2738 -2.2019 -0.002 -0.001 -0.003
H -5.2997 -1.2442 -0.7373 0.005 -0.007 0.004
H -3.7638 -2.0867 -4.0832 0.004 -0.004 0.003
H -1.3138 -2.4825 -4.3230 -0.001 -0.009 0.000
H -3.0239 -0.8936 -0.0526 -0.012 0.070 0.005
```
Forces are in eV/Å.

Löwdin analysis output, partial charges in e: 0.46, -0.19, -0.17, -0.17, -0.28, -0.38, 0.94, -0.39, -0.24, -0.10, 0.12, 0.13, 0.11, 0.13, -0.04, 0.13, 0.10, 0.08, 0.09, 0.09, 0.07, 0.11, 0.13, 0.08, -0.07, -0.07, -0.09, -0.36, -0.09, -0.07, 1.03, -0.36, -0.11, -0.07, -0.07, -0.07, -0.09, -0.44, -0.08, -0.08, -0.08, -0.12, -0.34, 0.11, 0.11, 0.11, 0.11, 0.11, 0.08, 0.11, 0.11, 0.11, 0.11, 0.11, 0.10, 0.10, 0.09, -0.03, -0.23, 0.00, -0.09, -0.70, 0.87, 0.03, -0.08, 0.09, 0.09, 0.08, 0.13, 0.11, 0.11


An isolated molecule of C5H12O in a non-equilibrium geometry, computed with wB97M-V/def2-TZVPD.

Properties
Energy relative to the best compared isomer or geometry (same formula, charge and spin) in kJ/mol: 190.6
Gap between HOMO and LUMO in eV: 11.0
E_HOMO in eV: -10.015

The geometry in XYZ format:
```
18
Properties=species:S:1:pos:R:3:forces:R:3
C -0.1817 1.4921 1.7690 0.085 0.284 1.251
C 0.4853 1.3012 0.3907 -0.138 1.678 1.374
C 0.6973 -0.0904 -0.0550 -0.999 -1.401 0.517
O 1.5520 -0.1141 -1.1404 1.019 -0.480 -1.008
C -0.6660 -0.7459 -0.3848 0.397 -0.177 0.752
C -0.5939 -1.9842 -1.2719 0.983 -2.614 -0.274
H -1.1343 0.8581 1.8377 1.161 1.221 -0.092
H 0.4979 1.1226 2.6750 -1.354 1.078 -1.916
H -0.4219 2.6489 1.8063 0.319 -2.482 0.617
H -0.1187 1.9624 -0.2580 0.038 -0.887 -0.501
H 1.4583 1.7731 0.3536 0.410 0.283 0.424
H 1.2753 -0.6903 0.6783 -0.685 0.338 0.143
H 1.2340 0.5259 -1.7603 -0.162 0.579 -0.848
H -1.2009 -1.0484 0.5782 0.710 0.539 -1.194
H -1.2590 0.0392 -0.8700 -0.210 -0.201 0.045
H -1.6912 -2.4300 -1.0563 2.722 0.229 -1.353
H 0.3350 -2.7671 -0.8430 -2.994 2.097 -1.080
H -0.2675 -1.8531 -2.4492 -1.304 -0.085 3.143
```
Forces are in eV/Å.

natural (NBO) analysis output, partial charges in e: -0.61, -0.44, 0.09, -0.70, -0.44, -0.62, 0.21, 0.21, 0.22, 0.20, 0.21, 0.18, 0.46, 0.21, 0.19, 0.22, 0.21, 0.23


A structure of composition C16H20B2F4N8Pb in a non-equilibrium geometry, computed with wB97M-V/def2-TZVPD.

Properties
Net charge: +3
Energy relative to the best compared isomer or geometry (same formula, charge and spin) in kJ/mol: 0.0
Gap between HOMO and LUMO (spin up / spin down) in eV: 6.1 / 5.9
2S+1: 2
E_HOMO (spin up / spin down) in eV: -18.834 / -18.832

The geometry in XYZ format:
```
51
Properties=species:S:1:pos:R:3:forces:R:3
Pb 0.1168 -1.2503 -2.8704 -0.058 -0.624 1.082
C -0.0091 1.8673 -4.6148 0.285 0.160 0.238
C 0.1973 2.0087 -3.1393 -0.896 -0.585 -0.542
C 0.3594 3.2025 -2.4645 0.576 0.604 0.882
C 0.5738 2.8389 -1.1562 0.271 1.191 0.071
N 0.4797 1.5141 -1.0045 -0.888 -1.190 -1.543
N 0.1568 0.9782 -2.2879 1.065 0.854 1.068
B 0.1809 0.7699 0.2613 0.216 -0.916 -0.563
N -1.1662 -0.0676 0.1608 0.434 0.910 0.373
C -1.7891 -0.3671 1.2660 -0.084 0.358 0.503
C -2.7780 -1.2899 0.9540 -0.687 -1.113 -0.297
C -2.5922 -1.5570 -0.5118 0.783 -0.191 0.502
C -3.2419 -2.6507 -1.2778 -0.491 1.693 0.040
N -1.6285 -0.7793 -0.9383 -0.059 -0.487 -0.270
N 1.2033 -0.4355 0.5219 -0.019 1.050 0.502
C 1.7360 -0.9516 1.5909 1.025 0.022 0.973
C 2.6051 -2.0069 1.1747 0.045 0.066 0.668
C 2.4867 -2.0333 -0.2771 -0.209 0.473 0.309
C 3.3474 -2.9174 -1.0841 0.436 0.375 -1.281
N 1.6038 -1.1210 -0.6183 0.454 -0.736 -1.555
N -0.0171 1.8005 1.4077 0.404 -0.214 1.041
C -1.0889 2.7330 1.4298 -0.120 -0.505 -1.653
C -1.0479 3.4191 2.5517 0.187 0.078 1.104
C 0.0666 2.9049 3.2937 -0.558 -0.271 -0.383
C 0.4630 3.2287 4.6657 -0.334 1.308 -1.098
N 0.6572 1.8580 2.5253 -0.248 0.353 -0.483
H -0.8896 2.4447 -4.9177 0.295 -0.047 -0.080
H -0.1567 0.8413 -4.9217 -0.150 -0.375 -0.120
H 0.8911 2.2209 -5.1382 -0.393 0.091 0.060
H 0.3490 4.2004 -2.8739 0.166 -0.076 -0.005
H 0.8431 3.4532 -0.3034 -0.140 0.055 -0.244
H -1.4729 0.0619 2.2198 -0.442 -0.337 -0.346
H -3.4534 -1.7959 1.6435 0.111 0.146 -0.304
H -4.3204 -2.3429 -1.2450 0.562 -0.844 -0.361
H -3.0694 -3.5722 -0.7421 -0.206 -0.455 0.253
H -2.8432 -2.7472 -2.2960 -0.349 0.133 0.316
H 1.7105 -0.5422 2.6112 -0.491 -0.139 -0.724
H 3.2425 -2.6335 1.8111 -0.365 0.312 -0.371
H 4.3525 -2.4112 -1.2511 -1.079 -0.580 0.313
H 2.9480 -3.1992 -2.0817 0.105 0.374 0.596
H 3.4743 -3.8393 -0.5287 0.275 -0.089 0.030
H -1.7893 2.8428 0.6119 0.141 -0.260 -0.063
H -1.8349 4.0925 2.8074 0.103 0.662 0.538
H 1.5376 3.4679 4.7114 -0.187 -0.123 0.149
H 0.2852 2.3285 5.2288 0.002 -0.441 0.763
H -0.1651 4.0942 4.9963 0.706 -0.896 0.072
F -0.3105 -3.3726 -1.3694 0.285 0.109 0.330
B -0.1137 -3.8147 0.0416 0.144 0.860 0.111
F -0.9350 -4.8244 0.3425 -0.200 0.154 -0.089
F 1.2374 -4.0574 0.2630 -0.106 -0.196 -0.205
F -0.3918 -2.5922 0.8220 -0.315 -0.703 -0.306
```
Forces are in eV/Å.

natural (NBO) analysis output, partial charges in e: 1.67, -0.65, 0.26, -0.30, 0.06, -0.42, -0.53, 0.96, -0.24, 0.04, 0.02, 0.36, -0.67, -0.39, -0.26, 0.08, 0.04, 0.33, -0.68, -0.39, -0.29, 0.04, -0.30, 0.42, -0.70, -0.12, 0.28, 0.20, 0.28, 0.28, 0.24, 0.26, 0.28, 0.29, 0.31, 0.25, 0.28, 0.28, 0.29, 0.26, 0.29, 0.27, 0.30, 0.31, 0.30, 0.28, -0.61, 1.38, -0.50, -0.53, -0.61


An isolated molecule of C5H6N2S in a non-equilibrium geometry, computed with wB97M-V/def2-TZVPD.

Properties
Energy relative to the best compared isomer or geometry (same formula, charge and spin) in kJ/mol: 341.9
Gap between HOMO and LUMO in eV: 8.4
E_HOMO in eV: -8.899

The geometry in XYZ format:
```
14
Properties=species:S:1:pos:R:3:forces:R:3
C -0.9154 1.6533 0.2391 0.113 1.084 -0.952
C -0.0703 0.4723 -0.1103 2.549 -1.768 -2.389
C 1.2499 0.6133 -0.6695 -2.828 -2.052 2.395
C 2.1822 -0.5074 -0.7823 2.504 -2.800 1.518
N 3.0333 -1.3243 -0.5745 -3.547 3.119 -1.263
C -0.8510 -0.8846 -0.0542 -1.684 1.385 -0.830
N -0.4981 -1.7632 0.9193 1.704 -1.971 -1.245
S -2.2343 -0.9351 -1.0434 1.685 -0.446 1.312
H -2.0355 1.5774 -0.2524 3.140 0.252 1.317
H -0.2084 2.4521 -0.3285 -2.381 -0.747 2.055
H -0.9699 1.6617 1.4092 0.028 0.625 -2.190
H 1.8428 1.4959 -0.5600 -0.399 0.995 -0.323
H 0.6422 -1.8235 0.8219 -3.572 -0.568 1.076
H -1.1676 -2.6878 0.9856 2.689 2.892 -0.481
```
Forces are in eV/Å.

natural (NBO) analysis output, partial charges in e: -0.68, 0.08, -0.37, 0.24, -0.32, 0.09, -0.80, -0.13, 0.28, 0.24, 0.25, 0.25, 0.43, 0.44


A cluster of 3 separate species, CH7NO2 in total in a non-equilibrium geometry, computed with wB97M-V/def2-TZVPD.

Properties
Energy relative to the best compared isomer or geometry (same formula, charge and spin) in kJ/mol: 89.3
Gap between HOMO and LUMO in eV: 11.0
E_HOMO in eV: -10.338

The geometry in XYZ format:
```
11
Properties=species:S:1:pos:R:3:forces:R:3
C -2.5636 0.0750 -0.4330 -0.903 1.132 -1.242
N -2.5546 0.0078 -1.7087 0.818 -0.826 0.829
H -3.1282 -0.6257 0.1737 0.077 -0.136 -0.028
H -2.2366 1.0234 -0.0116 0.530 -0.372 0.848
H -1.9223 0.7472 -2.0203 -0.500 0.214 -0.403
O 1.9969 0.2257 -1.3297 -0.188 -0.005 0.428
H 1.4175 -0.0605 -0.6004 0.324 0.068 -0.569
H 1.5292 0.0594 -2.1539 -0.117 -0.093 0.182
O 2.2286 -0.6090 2.4259 -0.104 0.691 0.128
H 2.3525 0.2944 2.7685 -0.053 -0.574 -0.224
H 2.8805 -1.1376 2.8895 0.118 -0.098 0.050
```
Forces are in eV/Å.

natural (NBO) analysis output, partial charges in e: -0.06, -0.58, 0.17, 0.15, 0.32, -0.95, 0.48, 0.47, -0.94, 0.47, 0.47


> What is the formula in the fourth record?

C16H20B2F4N8Pb